[1]
Density functional theory data (ωB97M-V with the def2-TZVPD basis set) for a cluster of 5 separate species, C42H82N3O4 in total.

```
131
Properties=species:S:1:pos:R:3:forces:R:3:mulliken_charge:R:1
C -4.63785 4.89398 -0.18804 0.1 0.0 -0.3 -0.788
C -5.05159 5.52581 -1.51747 0.0 0.0 0.0 -0.378
C -3.91820 6.24491 -2.24747 0.0 -0.2 -0.1 -1.044
C -2.60707 5.46614 -2.38617 -0.1 0.0 -0.5 0.371
C -2.55596 4.51138 -3.60294 0.1 -0.2 0.5 -1.300
C -2.59120 3.00927 -3.25109 -0.5 0.2 -0.2 0.471
C -4.01869 2.43089 -3.27066 0.5 0.0 0.0 -0.766
C -4.09937 0.92447 -3.49377 0.2 0.2 0.5 -0.880
C -3.53119 0.08549 -2.33677 0.1 0.1 -0.1 -0.484
C -2.22289 -0.63896 -2.65106 -0.2 0.3 0.5 -0.502
C -1.76639 -1.48357 -1.45528 0.0 -0.2 -0.7 0.045
C -0.75301 -2.58468 -1.81136 0.0 0.1 0.5 -0.990
C 0.69561 -2.26820 -1.40348 -0.2 -0.2 -0.3 -1.005
C 1.12637 -2.92039 -0.07244 0.4 0.3 -0.1 -1.274
C 1.67080 -1.95664 1.00839 -0.2 0.0 -0.2 -0.730
C 0.75937 -1.78095 2.18764 -0.6 0.0 0.1 0.408
C -0.61497 -1.71156 2.04050 0.6 -0.1 0.2 0.736
C -1.45420 -1.53051 3.15912 -0.3 -0.1 -0.3 -0.388
C -2.94722 -1.41249 3.03634 0.0 0.5 0.0 -0.445
C -3.41088 -0.66295 1.78434 0.2 -0.4 0.1 -0.841
N -0.96865 -1.45534 4.37304 0.5 0.0 0.3 -1.198
N 0.35672 -1.52244 4.48061 -0.6 0.0 -0.3 0.569
C 1.24285 -1.65039 3.50743 0.3 0.0 -0.1 0.233
C 2.69281 -1.64657 3.90110 -0.2 0.3 0.2 -0.448
C 3.01424 -0.77109 5.12137 0.2 -0.5 0.2 -0.924
C 4.52156 -0.55568 5.24997 -0.2 0.0 -0.2 -1.026
C 4.90836 0.31413 6.43651 0.0 0.3 -0.2 -0.349
C 4.66480 1.81183 6.17429 0.2 -0.4 -0.5 -0.668
N 5.87146 2.42806 5.58264 -0.4 0.2 0.3 -0.484
H -3.83189 5.47767 0.25533 0.0 0.1 0.3 0.157
H -4.26281 3.87899 -0.31915 0.1 -0.1 0.0 0.077
H -5.47738 4.84288 0.49973 0.0 0.0 0.1 0.440
H -5.49273 4.77756 -2.17598 0.0 -0.1 0.0 0.272
H -5.83603 6.25770 -1.32559 -0.1 0.0 0.0 0.369
H -4.26357 6.47838 -3.25571 0.0 0.2 -0.1 0.354
H -3.73411 7.20618 -1.76689 0.1 0.0 0.2 0.396
H -1.80827 6.19804 -2.50176 0.1 0.0 0.1 0.412
H -2.37024 4.88692 -1.49736 0.0 0.1 0.3 -0.451
H -3.38817 4.72720 -4.27019 0.0 0.1 -0.2 0.436
H -1.64315 4.72450 -4.15616 0.1 0.0 -0.1 0.413
H -1.98735 2.46743 -3.98015 0.1 -0.1 0.0 0.458
H -2.15974 2.87320 -2.25974 0.3 -0.2 0.0 -0.384
H -4.55582 2.92905 -4.07644 -0.2 0.0 0.0 0.612
H -4.51043 2.67363 -2.32743 -0.2 0.1 0.0 0.059
H -5.14295 0.65293 -3.61731 -0.1 -0.1 -0.3 0.175
H -3.54959 0.68617 -4.40431 -0.2 -0.1 -0.2 0.431
H -3.35141 0.73392 -1.47364 -0.1 0.0 0.1 0.073
H -4.26581 -0.65878 -2.02825 -0.1 -0.1 0.0 0.618
H -2.35735 -1.27974 -3.52022 0.1 0.0 -0.2 0.336
H -1.47318 0.12480 -2.86333 0.2 -0.1 -0.3 0.061
H -1.34302 -0.80408 -0.71284 -0.1 0.0 0.2 0.069
H -2.66536 -1.95327 -1.05346 0.0 0.0 0.2 0.178
H -1.03680 -3.49715 -1.28466 0.0 -0.2 -0.1 0.428
H -0.81998 -2.83860 -2.86484 0.0 0.1 -0.1 0.311
H 0.84437 -1.18811 -1.36944 0.0 0.1 0.0 0.522
H 1.35771 -2.63392 -2.18572 0.1 0.0 0.0 0.448
H 0.31498 -3.51485 0.34094 -0.1 -0.1 0.0 0.654
H 1.93051 -3.61575 -0.29799 0.0 -0.2 0.1 0.524
H 1.79555 -0.96990 0.55700 0.1 0.1 0.0 0.345
H 2.65788 -2.27771 1.31810 0.1 0.0 0.2 0.449
H -1.05437 -1.79921 1.05729 -0.1 0.0 0.0 0.144
H -3.27913 -0.86556 3.91599 0.0 -0.1 0.2 0.379
H -3.38878 -2.40554 3.09125 0.0 -0.1 0.0 0.289
H -2.80716 0.22581 1.61566 0.0 0.2 0.0 0.224
H -4.44952 -0.37697 1.90400 -0.1 0.1 0.0 0.518
H -3.33847 -1.28647 0.89679 0.0 0.0 -0.1 0.024
H 0.68710 -1.43566 5.43253 0.0 0.0 0.1 0.299
H 2.98676 -2.67456 4.11644 0.1 -0.1 -0.1 0.297
H 3.28324 -1.30185 3.05852 0.0 0.0 -0.1 0.404
H 2.47292 0.17337 5.08800 0.0 0.2 -0.1 0.648
H 2.70015 -1.29989 6.02795 -0.1 0.1 0.1 0.271
H 4.88816 -0.09952 4.32606 0.1 0.1 0.0 0.429
H 4.99298 -1.53788 5.30411 0.1 -0.1 0.1 0.434
H 4.37940 -0.01240 7.33119 0.0 -0.1 0.1 0.459
H 5.97910 0.21409 6.59565 0.1 -0.1 0.3 -0.006
H 4.37131 2.31920 7.08835 0.0 0.1 0.1 0.369
H 3.84092 1.90739 5.46355 -0.2 0.1 0.1 0.235
H 5.65605 2.84355 4.68695 0.0 0.0 -0.1 0.204
H 6.14267 3.20389 6.17272 0.3 0.0 0.0 0.235
C 0.37270 4.28931 2.19936 0.0 0.0 0.0 -0.441
C 1.41832 4.13169 1.09428 0.0 0.0 0.0 -0.621
C 0.68908 3.22699 0.10965 0.0 0.0 0.0 -0.051
O -0.69740 3.52942 0.23443 -0.1 0.0 0.1 -0.397
C -0.91715 4.34563 1.39139 0.0 0.0 -0.1 -0.424
H 0.51901 5.17230 2.81833 0.0 0.0 0.0 0.355
H 0.37265 3.41220 2.85214 0.0 0.0 0.0 0.169
H 1.62731 5.09899 0.63483 0.0 0.0 0.0 0.284
H 2.36309 3.70830 1.43579 0.0 0.0 0.0 0.352
H 0.84000 2.17075 0.35764 0.1 -0.1 0.0 -0.081
H 0.99498 3.38319 -0.92576 0.0 0.0 0.0 0.280
H -1.13666 5.36609 1.06262 0.0 0.0 0.0 0.224
H -1.78393 3.96248 1.93078 0.0 0.0 0.0 0.300
C 8.99402 0.21945 5.49291 0.1 0.0 -0.1 -0.207
C 10.35857 -0.43054 5.26469 0.0 0.0 0.0 -0.605
C 11.28337 0.54029 5.98902 0.0 0.0 0.0 -0.482
O 10.52339 1.08473 7.06938 0.0 0.0 0.0 -0.427
C 9.14584 0.75513 6.91032 0.0 -0.1 0.0 -0.325
H 8.15524 -0.46862 5.39043 0.0 0.0 0.0 0.154
H 8.84389 1.04516 4.79482 0.0 0.0 0.0 0.228
H 10.39271 -1.41266 5.74119 0.0 0.0 0.0 0.288
H 10.61784 -0.55261 4.21430 0.0 0.0 0.0 0.348
H 11.59545 1.35690 5.32942 0.0 0.0 0.0 0.268
H 12.17627 0.06125 6.39046 0.0 0.0 0.0 0.296
H 8.87829 -0.00677 7.65268 0.0 0.0 0.0 0.261
H 8.54123 1.64393 7.09387 0.0 0.0 0.0 0.201
C -6.30122 -2.69585 -6.68290 0.1 0.0 0.0 -0.590
C -5.63863 -3.79830 -5.85798 -0.1 0.0 0.0 -0.513
C -4.84854 -2.98430 -4.84139 0.0 0.0 0.0 -0.332
O -5.59188 -1.78575 -4.62162 0.0 0.0 0.1 -0.271
C -6.61572 -1.65905 -5.61255 0.0 0.0 0.0 -0.559
H -7.18749 -3.02400 -7.22250 0.0 0.0 0.0 0.365
H -5.59146 -2.29003 -7.40672 0.0 0.0 0.0 0.271
H -6.39782 -4.39968 -5.35392 0.0 0.0 0.0 0.332
H -5.00884 -4.46630 -6.44369 0.0 0.0 0.0 0.293
H -3.85727 -2.71982 -5.23042 0.0 0.0 0.0 0.197
H -4.71867 -3.50046 -3.88824 0.0 0.0 0.0 0.236
H -7.58608 -1.85321 -5.14409 0.0 0.0 0.0 0.303
H -6.61396 -0.63727 -5.99327 0.0 0.0 0.0 0.275
C -0.93156 -5.89200 -6.33461 0.0 0.1 0.0 -0.633
C 0.52460 -6.14641 -5.94819 0.0 0.0 0.0 -0.578
C 0.70941 -5.17088 -4.79380 0.0 0.0 0.0 -0.399
O -0.56453 -5.06154 -4.15260 0.0 0.0 0.0 -0.334
C -1.57340 -5.65896 -4.97378 0.0 -0.1 0.0 0.143
H -1.39058 -6.71482 -6.87922 0.0 0.0 0.0 0.381
H -1.00602 -4.99209 -6.94870 0.0 0.0 0.0 0.276
H 0.64755 -7.17367 -5.59968 0.0 0.0 0.0 0.263
H 1.22987 -5.97547 -6.75920 0.0 0.0 0.0 0.347
H 1.00907 -4.18103 -5.15643 0.0 0.0 0.0 0.255
H 1.44526 -5.50926 -4.06284 0.0 0.0 0.0 0.297
H -1.88750 -6.60250 -4.51577 0.0 0.0 0.0 0.286
H -2.43545 -4.99134 -5.01568 0.0 0.0 0.0 -0.277
```
Forces are in eV/Å.

Values from the calculation:
LUMO level = -4.0567 eV
Net charge = +1


[2]
Density functional theory data (ωB97M-V with the def2-TZVPD basis set) for a structure of composition C44H25BrF3IrN6O5S2Sb.

```
88
Properties=species:S:1:pos:R:3:forces:R:3:lowdin_spin:R:1
Ir 0.26626 1.27799 -0.71744 -0.5 0.1 0.0 -0.001
Br 5.36839 -6.32109 -0.49654 0.0 0.0 0.0 0.036
C 5.64197 -4.67093 0.36641 0.0 0.0 0.0 0.119
C 4.64027 -4.15872 1.18513 0.0 0.0 0.0 -0.014
C 4.82311 -2.94457 1.81189 0.0 0.0 0.0 0.101
C 6.01889 -2.22472 1.61974 0.1 0.1 0.1 0.008
C 7.03091 -2.77502 0.81093 0.0 0.0 0.0 0.101
C 6.84017 -3.98566 0.18273 0.0 0.0 0.0 -0.018
N 6.26524 -0.98870 2.15225 0.0 0.0 -0.2 0.475
N 5.33916 -0.43770 2.88761 -0.2 -0.1 0.1 0.178
C 4.33729 0.23093 2.43644 0.1 0.0 0.0 0.015
C 3.36046 0.63625 3.44312 0.0 0.0 0.0 0.004
C 2.11460 1.01293 3.12988 0.0 0.0 0.0 -0.008
C 1.71511 1.06848 1.73969 0.0 0.0 0.0 -0.002
O 0.55361 1.31041 1.39796 0.0 0.0 0.1 -0.010
C 2.74712 0.87104 0.70166 0.0 0.0 0.0 -0.002
N 2.33221 1.09480 -0.55652 0.2 0.0 -0.1 0.000
C 3.20590 1.02436 -1.55096 0.0 0.0 0.0 -0.002
C 4.54361 0.72572 -1.31353 0.0 0.0 0.0 0.002
C 4.97027 0.44714 -0.03262 0.0 0.0 0.0 0.004
C 4.04738 0.50789 1.01612 0.0 0.0 0.0 0.004
H 3.72371 -4.71430 1.32856 0.0 0.0 0.0 -0.003
H 4.04731 -2.55709 2.45825 0.0 0.0 0.0 0.007
H 7.95339 -2.22290 0.68943 0.0 0.0 0.0 0.004
H 7.61088 -4.40533 -0.44822 0.0 0.0 0.0 -0.003
H 3.67983 0.53708 4.47248 0.0 0.0 0.0 0.002
H 1.36730 1.24933 3.87480 0.0 0.0 0.0 0.000
H 2.81402 1.20910 -2.54329 0.0 0.0 0.0 0.000
H 5.23305 0.69564 -2.14511 0.0 0.0 0.0 0.000
H 6.00386 0.20207 0.16006 0.0 0.0 0.0 0.003
S 0.21180 1.49848 -3.03266 0.0 0.0 0.0 0.000
C 0.32605 3.22128 -2.82486 -0.1 0.1 0.1 0.000
S 0.36519 3.57892 -1.12773 0.0 0.0 -0.1 0.000
C 0.31924 4.14596 -3.83229 0.0 -0.1 0.0 0.000
C 0.22906 3.72734 -5.19184 0.1 0.1 0.0 0.000
N 0.15868 3.38827 -6.29010 0.0 -0.1 0.0 0.000
C 0.36362 5.53905 -3.53235 0.0 0.0 -0.1 0.000
N 0.38922 6.66334 -3.28633 0.0 0.0 0.0 0.000
O 0.40580 -0.79977 -0.51554 -0.1 -0.1 0.0 0.000
C -0.46259 -1.45297 0.17597 -0.1 0.0 -0.3 0.000
O -1.44279 -0.96955 0.73569 0.1 0.0 0.1 0.000
C -0.21532 -2.94064 0.23303 0.1 0.0 0.1 0.000
C 0.81254 -3.52234 -0.50245 0.0 0.0 0.0 0.000
C 1.03959 -4.88635 -0.42639 0.0 0.0 0.0 0.000
C 0.22831 -5.64105 0.40172 0.0 0.0 0.0 0.000
C -0.80473 -5.09116 1.13910 0.0 0.0 0.0 0.000
C -1.02504 -3.72713 1.04437 0.0 0.0 0.0 0.000
N 0.47782 -7.09399 0.50339 0.0 0.0 0.1 0.000
O 1.37330 -7.55905 -0.17205 0.0 0.0 0.0 0.000
O -0.21708 -7.73170 1.26706 0.0 0.0 0.0 0.000
H 1.42697 -2.89688 -1.13441 0.0 0.0 0.0 0.000
H 1.82576 -5.36709 -0.98961 0.0 0.0 0.0 0.000
H -1.41289 -5.72589 1.76587 0.0 0.0 0.0 0.000
H -1.82528 -3.25257 1.59490 0.0 0.0 0.0 0.000
F -5.38750 5.93516 -3.60971 0.0 0.0 0.0 0.000
C -4.70440 4.99084 -2.93918 0.0 0.0 0.0 0.000
C -5.01287 4.76782 -1.61175 0.0 0.0 0.0 0.000
C -4.30234 3.79614 -0.92327 0.0 0.0 0.0 0.000
C -3.29624 3.06665 -1.55265 0.0 0.0 0.0 0.000
C -3.02805 3.30716 -2.89834 0.0 0.0 0.0 0.000
C -3.72747 4.27656 -3.60204 0.0 0.0 0.0 0.000
Sb -2.31171 1.50909 -0.50196 0.2 0.1 0.1 0.000
C -2.54356 2.13667 1.49858 -0.1 0.0 0.0 0.000
C -2.73068 1.19917 2.51153 0.0 0.0 0.0 0.000
C -2.75196 1.59455 3.84184 0.0 0.0 0.0 0.000
C -2.56655 2.93187 4.13312 0.0 0.0 0.0 0.000
F -2.57937 3.32012 5.42352 0.0 0.0 0.0 0.000
C -2.36230 3.88500 3.15573 0.0 0.0 0.0 0.000
C -2.35044 3.47560 1.82937 0.0 0.0 0.0 0.000
C -3.81780 0.05372 -0.74339 0.2 -0.1 -0.2 0.000
C -3.68499 -0.90845 -1.74080 0.0 0.0 0.0 0.000
C -4.69628 -1.82726 -1.97532 0.0 0.0 0.0 0.000
C -5.83274 -1.76353 -1.19288 0.0 0.0 0.0 0.000
F -6.81789 -2.65395 -1.41018 0.0 0.0 0.0 0.000
C -5.99626 -0.82284 -0.19679 0.0 0.0 0.0 0.000
C -4.97638 0.09349 0.02218 0.0 0.0 0.0 0.000
H -5.79242 5.34784 -1.13702 0.0 0.0 0.0 0.000
H -4.54012 3.61957 0.11939 0.0 0.0 0.0 0.000
H -2.27162 2.73470 -3.41888 0.0 0.0 0.0 0.000
H -3.52045 4.48055 -4.64389 0.0 0.0 0.0 0.000
H -2.83658 0.14962 2.26738 0.0 0.0 0.0 0.000
H -2.90211 0.88608 4.64537 0.0 0.0 0.0 0.000
H -2.21748 4.92003 3.43400 0.0 0.0 0.0 0.000
H -2.17937 4.21249 1.05215 0.0 0.0 0.0 0.000
H -2.78368 -0.95641 -2.34236 0.0 0.0 0.0 0.000
H -4.61523 -2.58193 -2.74550 0.0 0.0 0.0 0.000
H -6.90548 -0.81281 0.38863 0.0 0.0 0.0 0.000
H -5.10017 0.83779 0.79971 0.0 0.0 0.0 0.000
```
Forces are in eV/Å.

Values from the calculation:
Spin multiplicity = 2
Relative energy (zero: lowest compared OMol25 entry of this formula, charge and spin) = 0.0 kcal/mol
LUMO level (alpha / beta) = -2.6991 / -2.6716 eV